{"formula": "C35H100N8O11", "method": "the ωB97M-V functional and the def2-TZVPD basis", "homo_ha": -0.3065, "relative_energy_kcal_mol": 11.9, "smiles": "COC[C@H](C)N.COC[C@H](C)N.COC[C@H](C)N.COC[C@H](C)N.COC[C@H](C)N.COC[C@H](C)N.COC[C@H](C)N.COC[C@H](C)N.CO.CO.CO", "lumo_energy_ev": 0.29, "gap_ev": 8.632, "species": ["C", "O", "C", "C", "C", "N", "H", "H", "H", "H", "H", "H", "H", "H", "H", "H", "H", "C", "O", "C", "C", "C", "N", "H", "H", "H", "H", "H", "H", "H", "H", "H", "H", "H", "C", "O", "C", "C", "C", "N", "H", "H", "H", "H", "H", "H", "H", "H", "H", "H", "H", "C", "O", "C", "C", "C", "N", "H", "H", "H", "H", "H", "H", "H", "H", "H", "H", "H", "C", "O", "C", "C", "C", "N", "H", "H", "H", "H", "H", "H", "H", "H", "H", "H", "H", "C", "O", "C", "C", "C", "N", "H", "H", "H", "H", "H", "H", "H", "H", "H", "H", "H", "C", "O", "C", "C", "C", "N", "H", "H", "H", "H", "H", "H", "H", "H", "H", "H", "H", "C", "O", "C", "C", "C", "N", "H", "H", "H", "H", "H", "H", "H", "H", "H", "H", "H", "C", "O", "H", "H", "H", "H", "C", "O", "H", "H", "H", "H", "C", "O", "H", "H", "H", "H"], "coordinates": [[3.49, -0.67, 0.30], [4.57, -1.40, -0.26], [5.73, -1.51, 0.55], [6.98, -1.35, -0.35], [8.06, -2.39, 0.00], [7.55, -0.01, -0.33], [2.57, -1.04, -0.15], [3.48, 0.40, 0.09], [3.35, -0.99, 1.33], [5.74, -0.76, 1.35], [5.64, -2.47, 1.06], [6.65, -1.55, -1.38], [8.90, -2.34, -0.70], [7.61, -3.38, -0.09], [8.49, -2.34, 1.00], [6.81, 0.64, -0.60], [8.20, 0.04, -1.11], [-3.60, 2.43, -3.54], [-3.51, 3.60, -2.75], [-2.66, 4.61, -3.20], [-2.20, 5.49, -2.05], [-1.38, 6.74, -2.44], [-1.50, 4.76, -0.99], [-3.73, 2.56, -4.62], [-4.39, 1.79, -3.14], [-2.64, 1.90, -3.52], [-1.73, 4.25, -3.67], [-3.15, 5.20, -3.99], [-3.08, 5.88, -1.53], [-1.87, 7.27, -3.26], [-0.41, 6.40, -2.80], [-1.21, 7.38, -1.58], [-0.59, 4.46, -1.32], [-2.05, 3.90, -0.95], [2.52, -3.99, -0.19], [1.70, -4.98, 0.36], [2.27, -6.26, 0.30], [1.86, -7.21, 1.43], [2.16, -6.66, 2.80], [2.52, -8.51, 1.38], [3.51, -3.88, 0.26], [2.10, -3.00, 0.01], [2.63, -4.05, -1.28], [2.19, -6.73, -0.69], [3.36, -6.16, 0.42], [0.79, -7.46, 1.35], [1.55, -7.08, 3.59], [1.98, -5.58, 2.85], [3.21, -6.79, 3.06], [2.16, -9.18, 2.05], [2.46, -8.99, 0.49], [-3.28, -1.35, 6.35], [-2.38, -0.57, 5.59], [-1.43, -1.32, 4.86], [-0.91, -0.45, 3.72], [-1.99, 0.07, 2.76], [0.11, -1.18, 2.92], [-2.79, -2.12, 6.95], [-3.99, -1.91, 5.73], [-3.82, -0.65, 6.99], [-0.56, -1.42, 5.52], [-1.77, -2.33, 4.60], [-0.37, 0.40, 4.17], [-2.62, -0.74, 2.36], [-1.59, 0.59, 1.89], [-2.66, 0.77, 3.26], [-0.44, -1.92, 2.50], [0.19, -0.53, 2.15], [1.81, 3.29, -2.55], [1.36, 4.46, -1.88], [2.25, 5.03, -0.96], [1.69, 6.32, -0.32], [2.82, 7.06, 0.40], [0.58, 5.99, 0.61], [1.96, 2.47, -1.85], [2.75, 3.46, -3.08], [0.99, 3.11, -3.25], [2.73, 4.31, -0.29], [3.10, 5.35, -1.58], [1.23, 6.92, -1.11], [2.47, 7.92, 0.97], [3.52, 7.42, -0.36], [3.44, 6.55, 1.14], [0.24, 6.88, 0.96], [-0.19, 5.58, 0.04], [-1.64, -7.04, 3.83], [-2.25, -6.17, 2.91], [-1.50, -5.05, 2.49], [-2.08, -4.51, 1.22], [-1.94, -5.49, 0.03], [-1.25, -3.34, 0.83], [-2.36, -7.81, 4.12], [-1.33, -6.44, 4.69], [-0.74, -7.46, 3.36], [-1.68, -4.23, 3.20], [-0.43, -5.27, 2.46], [-3.12, -4.17, 1.29], [-2.50, -6.41, 0.17], [-0.89, -5.74, -0.12], [-2.29, -5.06, -0.92], [-0.31, -3.67, 1.02], [-1.33, -3.19, -0.16], [-5.16, 4.22, 3.37], [-4.88, 3.17, 2.46], [-5.77, 3.27, 1.33], [-5.73, 1.95, 0.61], [-4.38, 1.57, -0.01], [-6.82, 1.79, -0.38], [-4.23, 4.43, 3.91], [-5.93, 4.00, 4.12], [-5.42, 5.14, 2.85], [-6.78, 3.46, 1.71], [-5.49, 4.07, 0.64], [-5.93, 1.14, 1.33], [-4.40, 0.67, -0.63], [-3.63, 1.48, 0.77], [-3.94, 2.41, -0.57], [-6.85, 0.81, -0.65], [-7.67, 1.87, 0.17], [3.19, 2.08, -5.79], [2.30, 1.44, -4.90], [1.79, 0.19, -5.35], [1.24, -0.51, -4.11], [2.26, -0.84, -3.05], [0.52, -1.74, -4.42], [3.26, 3.16, -5.63], [3.00, 1.90, -6.85], [4.19, 1.72, -5.55], [1.02, 0.36, -6.11], [2.57, -0.43, -5.81], [0.48, 0.18, -3.72], [3.15, -1.34, -3.46], [1.91, -1.51, -2.27], [2.63, 0.02, -2.49], [-0.33, -1.55, -4.93], [1.13, -2.24, -5.07], [-2.06, -1.46, -2.40], [-0.91, -2.20, -2.06], [-2.66, -2.06, -3.10], [-2.75, -1.31, -1.56], [-1.82, -0.51, -2.89], [-0.27, -2.11, -2.80], [-0.25, 0.97, -0.53], [0.33, -0.23, -0.10], [-1.35, 0.98, -0.46], [0.03, 1.80, 0.12], [-0.09, 1.21, -1.59], [0.00, -1.01, -0.58], [-1.58, 3.58, 2.28], [-0.14, 3.69, 2.27], [-2.11, 4.50, 2.53], [-1.87, 3.12, 1.33], [-1.79, 2.89, 3.10], [0.09, 4.46, 1.72]]}